1.
2 unconnected molecules or ions with the total composition C3H10N2 in a non-equilibrium geometry. Source: the Open Molecules 2025 dataset; level of theory: ωB97M-V with the def2-TZVPD basis set.

Each line ends with the Mulliken charge.
Positions of all 15 atoms, in Å:
N -0.919 0.431 1.362  -0.476
N -2.103 0.785 -0.798  -0.577
C 1.814 -1.637 -0.360  -0.347
C 2.662 -0.610 -0.397  -0.387
C -1.179 1.300 0.221  -0.435
H 0.854 -1.490 0.124  -0.017
H 2.714 0.088 0.421  0.270
H -1.695 -0.019 -1.261  0.223
H -0.254 1.470 -0.326  0.328
H -1.684 0.425 2.016  0.224
H -2.987 0.515 -0.387  0.225
H 3.242 -0.455 -1.292  0.233
H 1.784 -2.541 -0.952  0.252
H -0.608 -0.467 1.019  0.122
H -1.642 2.207 0.609  0.363

As for the SMILES: C=C.NCN. The HOMO-LUMO gap comes out at 9.979 eV. The total charge is 0. As for the relative energy (zero: lowest compared OMol25 entry of this formula, charge and spin): 41.5 kcal/mol. As for the LUMO energy: 1.088 eV.



2.
2 unconnected molecules or ions with the total composition C3H10N2 in a non-equilibrium geometry. Source: the Open Molecules 2025 dataset; level of theory: ωB97M-V with the def2-TZVPD basis set.

Each line ends with the Mulliken charge.
Positions of all 15 atoms, in Å:
N -1.676 -1.551 -1.298  -0.475
N 2.139 1.008 0.721  -0.359
C 0.782 1.406 0.871  0.225
C -1.404 -2.976 -0.933  -0.618
C 0.311 2.656 0.928  -0.590
H -0.528 -3.365 -1.457  0.261
H -0.788 2.963 0.876  0.288
H -1.092 -3.059 0.155  0.223
H 0.195 0.515 0.995  0.439
H 2.512 0.783 1.652  0.361
H -2.338 -3.509 -1.264  0.265
H -2.016 -1.608 -2.167  0.204
H 0.799 3.672 0.800  0.277
H -0.876 -0.951 -1.164  0.147
H 2.753 1.844 0.421  0.353

As for the multiplicity: 2. The HOMO-LUMO gap (spin up / spin down) comes out at 7.010 / 2.562 eV. The total charge is +1. As for the relative energy (zero: lowest compared OMol25 entry of this formula, charge and spin): 60.5 kcal/mol. As for the expectation value of S²: 0.765. As for the LUMO energy (spin up / spin down): -4.848 / -9.284 eV.



3.
2 unconnected molecules or ions with the total composition C3H10N2O in a non-equilibrium geometry. Source: the Open Molecules 2025 dataset; level of theory: ωB97M-V with the def2-TZVPD basis set.

Each line ends with the Mulliken charge.
Positions of all 16 atoms, in Å:
O 0.293 -2.790 -0.762  -0.905
N 1.263 -0.345 1.551  -0.342
N -1.543 -0.215 0.397  -1.001
C 0.802 0.708 0.716  -2.682
C -0.412 0.646 0.039  0.725
C -0.439 1.508 -1.192  -1.943
H -1.997 -0.518 -0.511  0.357
H -2.223 0.226 0.964  0.693
H 0.931 -2.052 -0.821  0.421
H 0.145 1.070 -2.090  0.386
H 1.237 1.710 0.817  0.814
H -0.008 -2.645 0.150  0.321
H 2.278 -0.264 1.484  0.844
H 1.000 -1.339 1.464  0.421
H 0.131 2.492 -0.791  0.411
H -1.457 1.809 -1.414  0.481

As for the multiplicity: 2. The HOMO-LUMO gap (spin up / spin down) comes out at 3.266 / 7.557 eV. The total charge is -1. As for the relative energy (zero: lowest compared OMol25 entry of this formula, charge and spin): 42.2 kcal/mol. As for the expectation value of S²: 0.751. As for the LUMO energy (spin up / spin down): 4.422 / 4.064 eV.



> Which of these has the highest relative energy (zero: lowest compared OMol25 entry of this formula, charge and spin)?

number 2



> Look up the relative energy (zero: lowest compared OMol25 entry of this formula, charge and spin) of the second one.

60.5 kcal/mol



> What is the relative energy (zero: lowest compared OMol25 entry of this formula, charge and spin) in the third record?

42.2 kcal/mol